1.
F6H72O36P | ωB97M-V with the def2-TZVPD basis set

Output
HOMO-LUMO gap = 8.89 eV
LUMO energy = 0.875 eV
Strongest force on any atom = 0.0692 hartree/bohr
E = -100486.1164 eV
Charge = -1
HOMO = -8.0 eV

CARTESIAN COORDINATES (ANGSTROEM)
P  18.2863  -4.7713  -3.2173
F  17.5965  -6.2281  -3.1023
F  18.5075  -5.0013  -4.7796
F  16.8009  -4.2218  -3.4500
F  18.6748  -3.2407  -3.3765
F  17.9377  -4.5656  -1.6671
F  19.8072  -5.2958  -2.8784
O  20.5785  -0.2167  1.1093
H  19.9267  0.3499  0.6966
H  20.3672  -1.0953  0.7934
O  13.2675  -5.9131  -3.0023
H  12.5523  -5.4702  -2.5457
H  13.7542  -5.2072  -3.4278
O  19.6836  -6.8908  0.9669
H  20.1744  -6.0690  0.9733
H  18.8039  -6.6427  0.6828
O  13.3807  -2.4253  -0.7836
H  14.0751  -3.0816  -0.8415
H  13.8439  -1.5949  -0.6738
O  17.1875  -10.0942  -7.3028
H  18.0419  -10.5242  -7.3379
H  17.3140  -9.3574  -6.7050
O  17.0714  -1.4269  2.8917
H  17.7271  -2.0072  2.5050
H  16.8839  -1.8130  3.7473
O  20.6440  -9.5207  0.3896
H  20.5854  -8.5960  0.6299
H  21.4050  -9.5706  -0.1889
O  21.6917  -0.0827  -5.1025
H  21.7166  0.1587  -6.0284
H  21.9425  0.7165  -4.6393
O  20.4755  -9.0083  -5.7461
H  20.2779  -8.9713  -4.8103
H  19.6679  -8.7229  -6.1735
O  20.0333  -2.6746  -0.8215
H  19.3725  -3.0893  -1.3761
H  20.5839  -2.1831  -1.4310
O  17.8633  -10.1075  -2.6731
H  18.2159  -10.6681  -1.9820
H  18.5737  -9.4981  -2.8736
O  21.1198  -6.6313  -8.9086
H  20.5778  -6.0392  -9.4300
H  20.8037  -6.5191  -8.0121
O  15.3316  -0.8399  -4.9340
H  15.6951  -1.2470  -4.1476
H  15.9557  -0.1493  -5.1571
O  15.4855  -8.3963  -0.6672
H  14.5416  -8.4419  -0.5147
H  15.5779  -8.4524  -1.6183
O  16.7579  -1.4904  -2.4881
H  17.1074  -2.2223  -2.9964
H  16.1678  -1.8983  -1.8544
O  16.1987  -1.3688  -8.2207
H  16.2788  -2.2180  -7.7862
H  16.8099  -0.8007  -7.7517
O  15.7191  -3.5953  -0.2113
H  16.4041  -4.2495  -0.3490
H  15.4861  -3.6826  0.7130
O  12.7623  -8.4341  -3.1092
H  13.5675  -8.8843  -3.3649
H  12.9872  -7.5042  -3.1400
O  15.3408  -9.4675  -3.2534
H  15.1688  -9.7795  -4.1419
H  16.2105  -9.8078  -3.0438
O  17.3489  -6.1829  -7.1931
H  17.9990  -5.7869  -7.7734
H  16.8652  -5.4400  -6.8321
O  17.8977  -8.1938  -5.5061
H  17.7966  -7.3957  -6.0247
H  17.4955  -7.9848  -4.6631
O  20.6546  -2.9075  -7.4471
H  20.7734  -3.2970  -6.5808
H  21.5227  -2.9459  -7.8486
O  17.8102  0.2959  -0.8714
H  18.1334  0.8791  -1.5581
H  17.4858  -0.4720  -1.3418
O  22.4948  -8.7117  -1.9444
H  23.2198  -8.1181  -1.7486
H  22.9146  -9.4920  -2.3064
O  16.4534  -3.5626  -6.3372
H  15.8162  -3.3137  -5.6678
H  17.1621  -2.9262  -6.2424
O  14.1921  -7.3164  -5.6910
H  14.2649  -8.1999  -5.3301
H  14.4034  -7.4181  -6.6191
O  21.5668  -1.3093  -2.6136
H  22.3980  -0.9814  -2.2704
H  21.4398  -0.8307  -3.4328
O  21.1205  -4.7293  0.6325
H  21.7925  -5.1182  0.0727
H  20.7839  -3.9905  0.1255
O  19.5777  -3.6576  2.8591
H  19.0455  -4.3828  3.1865
H  19.9511  -3.9845  2.0406
O  18.7238  -1.7178  -6.0879
H  19.4138  -2.0507  -6.6617
H  19.1898  -1.3805  -5.3229
O  20.4647  -5.9151  -6.4539
H  21.0510  -5.2479  -6.0969
H  19.9151  -6.1725  -5.7138
O  12.0995  -3.2346  -4.4196
H  11.2147  -2.9821  -4.1556
H  12.5630  -2.4044  -4.5298
O  21.1665  -3.7209  -4.8351
H  20.5290  -4.3016  -4.4197
H  21.5252  -3.2033  -4.1142
O  17.1273  -6.2076  0.2619
H  16.3976  -6.8156  0.3808
H  17.1082  -5.9890  -0.6698
O  12.4457  -5.3020  -6.1439
H  12.0310  -4.7176  -5.5092
H  13.1799  -5.6906  -5.6683
O  19.9220  -8.1118  -2.9222
H  20.7688  -8.2769  -2.5077
H  19.8059  -7.1636  -2.8614

Atom charges from the Mulliken analysis, given in e for atoms 1 to 5: P 2.28; F -0.57; F 0.42; F -0.74; F -0.19

=====

2.
C26H41AlCl3N3O2P | ωB97M-V with the def2-TZVPD basis set

Output
HOMO-LUMO gap = 3.52 eV
LUMO energy = -12.811 eV
Strongest force on any atom = 0.0452 hartree/bohr
E = -89614.8952 eV
Charge = +3
HOMO = -16.3 eV

CARTESIAN COORDINATES (ANGSTROEM)
C  -2.8398  0.5803  -3.9584
C  -2.4470  -0.8675  -4.2567
P  -0.6420  -1.0921  -4.3376
C  -0.2073  -2.8352  -4.6511
C  0.1580  -0.5201  -2.7947
C  0.9123  0.6499  -2.9999
Cl  1.0154  1.3561  -4.5440
C  1.5942  1.2780  -1.9161
N  2.3134  2.4066  -2.0588
C  1.4700  0.6928  -0.5973
N  2.0734  1.3451  0.4102
C  1.9436  0.8317  1.6120
C  2.5628  1.6639  2.6993
Cl  3.7628  0.7194  3.6224
C  1.5463  2.4042  3.6161
C  0.0696  2.1596  3.3406
Cl  1.8303  4.1651  3.3842
C  1.2286  -0.4046  1.8172
C  1.0763  -0.9957  3.1937
C  1.8621  -2.2923  3.5552
C  2.8236  -2.9077  2.5588
O  4.0661  -2.2696  2.5495
C  4.7257  -2.2319  1.2851
N  0.6361  -1.0466  0.8299
C  0.7501  -0.4762  -0.3904
C  0.0808  -1.1184  -1.5185
C  -0.6515  -2.3674  -1.2551
C  -2.1560  -2.1822  -0.8500
C  -2.6412  -0.7287  -0.7353
C  -3.0138  -0.3521  0.7012
C  -3.8779  0.9131  0.7715
C  -3.3801  2.0356  -0.1506
C  -2.0543  2.5617  0.3609
O  -1.5728  3.5485  -0.5194
C  -0.2991  4.0244  -0.1466
H  -2.7005  1.1991  -4.8405
H  -2.2446  1.0369  -3.1690
H  -3.8824  0.6481  -3.6650
H  -2.8993  -1.6170  -3.6068
H  -2.7837  -1.0796  -5.2737
H  -0.1708  -3.0007  -5.7240
H  0.7427  -3.0666  -4.1783
H  -0.9790  -3.4562  -4.1972
H  3.2734  2.2989  -1.7218
H  2.3778  2.7076  -3.0332
H  3.1497  2.4300  2.2129
H  1.7770  2.2243  4.6595
H  -0.4823  2.9481  3.8455
H  -0.2994  1.2362  3.7797
H  -0.1930  2.2469  2.2893
H  1.2740  -0.2475  3.9459
H  0.0205  -1.2573  3.2484
H  2.4646  -2.0700  4.4332
H  1.1698  -3.0789  3.8444
H  3.0001  -3.9563  2.9948
H  2.4347  -3.0391  1.5429
H  5.6118  -1.6212  1.4184
H  5.0847  -3.2079  0.9431
H  4.0725  -1.7904  0.5310
H  -0.1629  -2.9066  -0.4507
H  -0.5739  -3.0252  -2.1183
H  -2.3035  -2.6757  0.1057
H  -2.7774  -2.7474  -1.5391
H  -3.5753  -0.6357  -1.2906
H  -1.9606  0.0099  -1.1593
H  -3.6269  -1.1778  1.0668
H  -2.1396  -0.3059  1.3543
H  -4.8971  0.6671  0.4784
H  -3.9196  1.2436  1.8076
H  -4.0820  2.8599  -0.0512
H  -3.3059  1.7140  -1.1838
H  -2.1866  3.0064  1.3539
H  -1.3151  1.7481  0.4876
H  -0.0728  4.8798  -0.7737
H  -0.2682  4.3299  0.9007
H  0.4649  3.2527  -0.3288
Al  4.1654  -5.3722  2.4338

Atom charges from the Mulliken analysis, given in e for atoms 1 to 5: C -1.15; C -0.34; P 0.37; C -1.18; C 0.48

=====

3.
C3H7INO | ωB97M-V with the def2-TZVPD basis set

Output
HOMO-LUMO gap = 6.19 eV
LUMO energy = 2.936 eV
Strongest force on any atom = 0.0391 hartree/bohr
E = -14865.1360 eV
Charge = -1
HOMO = -3.3 eV

CARTESIAN COORDINATES (ANGSTROEM)
I  -18.4972  -40.2043  17.4553
C  -13.6568  -34.9711  18.9520
C  -14.7500  -35.9419  18.6178
O  -15.8436  -35.5420  18.2193
N  -14.5950  -37.2313  18.8170
C  -13.4850  -37.9819  19.3759
H  -12.8775  -35.0427  18.1932
H  -13.2119  -34.8978  19.9444
H  -14.1802  -34.0153  18.9740
H  -15.3777  -37.7911  18.5102
H  -12.9708  -38.3196  18.4761
H  -13.9211  -38.7828  19.9729
H  -12.7722  -37.3904  19.9505

Atom charges from the Mulliken analysis, given in e for atoms 1 to 5: I -0.99; C -1.11; C 0.70; O -0.66; N -0.17

=====

4.
C57H56ClN4O5P2PbS2 | ωB97M-V with the def2-TZVPD basis set

Output
HOMO-LUMO gap = 7.88 eV
LUMO energy = -2.266 eV
Strongest force on any atom = 0.0121 hartree/bohr
E = -134229.9583 eV
Charge = +1
HOMO = -10.2 eV

CARTESIAN COORDINATES (ANGSTROEM)
Pb  0.0310  0.7755  -0.8032
O  -2.4761  1.1872  2.8558
S  -1.2466  1.5510  2.2392
O  -0.2385  2.2311  2.9885
O  -1.3974  2.0291  0.8489
O  -0.4277  0.0735  1.9148
C  -2.2930  3.6476  -1.9704
C  -0.8920  4.1798  -2.2706
P  0.4801  3.4727  -1.2771
C  1.9814  3.8824  -2.2066
C  2.1206  5.0816  -2.9028
C  3.3069  5.3676  -3.5587
C  4.3650  4.4691  -3.5145
C  4.2387  3.2797  -2.8130
C  3.0476  2.9854  -2.1638
C  0.6104  4.4426  0.2417
C  -0.4439  5.2040  0.7322
C  -0.3033  5.8857  1.9315
C  0.8822  5.8035  2.6447
C  1.9389  5.0489  2.1545
C  1.8044  4.3688  0.9570
P  -2.4667  1.7998  -1.9906
C  -2.7900  1.3959  -3.7408
C  -3.9310  0.7086  -4.1461
C  -4.0826  0.3222  -5.4709
C  -3.0988  0.6118  -6.4028
C  -1.9529  1.2898  -6.0081
C  -1.7971  1.6681  -4.6854
C  -4.0507  1.5695  -1.1469
C  -4.1471  0.6362  -0.1211
C  -5.3411  0.4822  0.5703
C  -6.4396  1.2567  0.2360
C  -6.3517  2.1860  -0.7949
C  -5.1620  2.3458  -1.4831
H  -2.9862  4.0612  -2.7060
H  -2.6314  3.9504  -0.9779
H  -0.8693  5.2667  -2.1517
H  -0.6253  3.9726  -3.3093
H  1.3115  5.8000  -2.9315
H  3.4094  6.2983  -4.0997
H  5.2914  4.7027  -4.0211
H  5.0677  2.5863  -2.7653
H  2.9542  2.0643  -1.5970
H  -1.3815  5.2642  0.1970
H  -1.1260  6.4759  2.3114
H  0.9833  6.3257  3.5861
H  2.8666  4.9885  2.7076
H  2.6373  3.7932  0.5694
H  -4.7042  0.4708  -3.4279
H  -4.9758  -0.2077  -5.7732
H  -3.2203  0.3081  -7.4339
H  -1.1773  1.5136  -6.7294
H  -0.8789  2.1590  -4.3851
H  -3.2866  0.0397  0.1614
H  -5.4005  -0.2298  1.3816
H  -7.3667  1.1448  0.7816
H  -7.2109  2.7873  -1.0601
H  -5.1081  3.0648  -2.2915
C  -1.1316  -0.9492  1.5221
C  -1.7215  -1.8770  1.0403
C  -2.4267  -2.9863  0.4642
C  -3.7507  -3.2425  0.8191
C  -4.4307  -4.3055  0.2474
C  -3.7998  -5.1241  -0.6792
C  -2.4805  -4.8760  -1.0333
C  -1.7960  -3.8128  -0.4680
H  -4.2325  -2.6138  1.5562
H  -5.4558  -4.5004  0.5326
H  -4.3326  -5.9559  -1.1197
H  -1.9819  -5.5151  -1.7502
H  -0.7673  -3.6137  -0.7433
C  3.1653  -3.9325  0.9230
C  2.8841  -3.6145  2.3989
C  1.5770  -2.8184  2.4938
C  2.6363  -4.9565  3.1044
C  4.1337  -2.9065  3.0210
O  5.2620  -3.7800  2.8308
C  4.1005  -2.6383  4.5531
C  3.4049  -1.4415  5.2238
C  1.9178  -1.5528  5.4557
C  1.0550  -0.5413  5.0478
C  -0.3169  -0.6469  5.2262
C  -0.8327  -1.7835  5.8236
Cl  -2.5510  -1.9461  6.0197
C  0.0051  -2.7908  6.2763
C  1.3727  -2.6631  6.0961
C  4.6790  -1.7014  2.2017
N  3.7706  -0.6599  1.7452
C  3.2118  -0.5140  0.5453
N  2.4247  0.5520  0.5339
C  2.5711  1.0523  1.7918
N  3.3803  0.3534  2.5428
H  2.4219  -4.6443  0.5609
H  4.1522  -4.3744  0.7907
H  3.0892  -3.0493  0.2879
H  0.8387  -3.2860  1.8407
H  1.6625  -1.7759  2.1926
H  1.1669  -2.8329  3.4983
H  1.7700  -5.4366  2.6472
H  2.4068  -4.8348  4.1618
H  3.4766  -5.6448  2.9956
H  5.2068  -4.4943  3.4746
H  5.1601  -2.5554  4.8097
H  3.7529  -3.5551  5.0332
H  3.6153  -0.5231  4.6858
H  3.8855  -1.3382  6.2015
H  1.4540  0.3406  4.5646
H  -0.9807  0.1444  4.9040
H  -0.4115  -3.6596  6.7662
H  2.0215  -3.4512  6.4605
H  5.1509  -2.1128  1.3108
H  5.4555  -1.2193  2.7949
H  3.3671  -1.1952  -0.2735
H  2.0280  1.9072  2.1612
S  1.6440  -0.4403  -5.6085
C  1.5722  0.3423  -4.0837
N  0.6224  -0.0329  -3.2871
C  -0.1477  -1.0305  -3.8755
C  -1.2496  -1.6618  -3.2932
C  -1.9126  -2.6253  -4.0186
C  -1.4945  -2.9728  -5.3115
C  -0.4047  -2.3645  -5.8963
C  0.2652  -1.3881  -5.1609
H  2.2804  1.1190  -3.8312
H  -1.5764  -1.4000  -2.2934
H  -2.7677  -3.1235  -3.5825
H  -2.0348  -3.7327  -5.8583
H  -0.0800  -2.6355  -6.8909

Atom charges from the Mulliken analysis, given in e for atoms 1 to 5: Pb 1.61; O -0.59; S 0.65; O -0.64; O -0.07

=====

Please write out number 3 again, unchanged.
C3H7INO | ωB97M-V with the def2-TZVPD basis set

Output
HOMO-LUMO gap = 6.19 eV
LUMO energy = 2.936 eV
Strongest force on any atom = 0.0391 hartree/bohr
E = -14865.1360 eV
Charge = -1
HOMO = -3.3 eV

CARTESIAN COORDINATES (ANGSTROEM)
I  -18.4972  -40.2043  17.4553
C  -13.6568  -34.9711  18.9520
C  -14.7500  -35.9419  18.6178
O  -15.8436  -35.5420  18.2193
N  -14.5950  -37.2313  18.8170
C  -13.4850  -37.9819  19.3759
H  -12.8775  -35.0427  18.1932
H  -13.2119  -34.8978  19.9444
H  -14.1802  -34.0153  18.9740
H  -15.3777  -37.7911  18.5102
H  -12.9708  -38.3196  18.4761
H  -13.9211  -38.7828  19.9729
H  -12.7722  -37.3904  19.9505

Atom charges from the Mulliken analysis, given in e for atoms 1 to 5: I -0.99; C -1.11; C 0.70; O -0.66; N -0.17